ORCA calculation (ωB97M-V/def2-TZVPD) on a cluster of 4 separate species, C5H18NO4 in total.

Each line ends with the Löwdin spin population.
CARTESIAN COORDINATES (ANGSTROEM)
C 0.029 -1.676 -0.569  0.005
C -0.367 -0.227 -0.490  0.012
C 0.734 0.841 -0.205  0.050
C 0.116 2.196 0.356  0.107
C -1.257 2.085 0.853  0.408
O -2.218 1.968 0.028  0.281
N -1.132 0.215 -1.786  0.005
H -0.699 -2.458 -0.452  0.001
H 0.838 -1.757 0.172  0.001
H 0.613 -2.000 -1.417  0.000
H -1.046 -0.243 0.408  0.011
H 1.271 1.038 -1.188  0.008
H 1.492 0.403 0.438  0.003
H 0.255 2.893 -0.544  0.034
H 0.758 2.527 1.235  0.007
H -1.434 2.162 1.982  0.033
H -0.359 0.137 -2.456  0.002
H -1.577 1.130 -1.631  0.003
H -1.760 -0.529 -2.099  0.001
H 1.324 -0.068 3.918  0.002
H -0.066 -0.651 3.991  0.002
O 0.505 -0.131 3.408  0.008
H -0.231 -3.027 2.094  0.001
H 0.144 -1.831 2.656  0.001
O -0.402 -2.095 1.865  0.004
H 1.969 0.339 -3.261  0.003
H 1.196 -0.891 -4.046  0.001
O 1.303 -0.351 -3.264  0.008

Properties
Strongest force on any atom, eV/A: 3.668
Electronic energy, a.u.: -556.8491
HOMO level (spin up / spin down), eV: -3.23 / -7.05
Energy relative to the best compared isomer or geometry (same formula, charge and spin), eV: 1.957
Frontier orbital gap (spin up / spin down), eV: 3.35 / 7.09
⟨S²⟩: 0.753
Spin multiplicity: 2
Lowest unoccupied orbital energy (spin up / spin down), hartree: 0.0043 / 0.0016

---

ORCA calculation (ωB97M-V/def2-TZVPD) on a cluster of 4 separate species, C5H18NO4 in total.

Each line ends with the Löwdin spin population.
CARTESIAN COORDINATES (ANGSTROEM)
C 0.983 1.036 -1.121  0.093
N -0.155 0.541 -1.756  0.551
C -1.301 0.209 -0.957  0.074
C -1.041 -0.467 0.542  0.071
C -1.071 0.107 1.985  0.012
O -0.252 1.183 2.194  0.014
C -2.152 1.516 -0.840  0.058
H 1.701 1.533 -1.811  0.018
H 1.741 0.357 -0.645  0.050
H 0.757 1.806 -0.329  0.006
H -0.018 -0.184 -2.474  0.012
H -1.861 -0.497 -1.525  -0.001
H -1.714 -1.344 0.483  0.006
H -0.157 -0.997 0.242  0.001
H -2.109 0.390 2.205  0.000
H -0.650 -0.743 2.580  0.009
H -1.896 2.280 -0.151  0.001
H -3.179 1.149 -0.758  0.005
H -2.040 1.953 -1.849  0.000
H 2.162 -0.796 1.024  0.001
H 1.641 -2.014 1.342  0.000
O 2.175 -1.835 0.549  0.002
H 1.229 -3.170 -1.404  0.000
H 1.268 -1.782 -0.922  0.000
O 1.035 -2.290 -1.751  0.006
H 1.966 0.914 1.172  0.000
H 0.737 0.819 2.070  0.000
O 2.199 0.328 1.906  0.015

Properties
Strongest force on any atom, eV/A: 3.735
Electronic energy, a.u.: -556.8162
HOMO level (spin up / spin down), eV: -9.01 / -8.96
Energy relative to the best compared isomer or geometry (same formula, charge and spin), eV: 2.853
Frontier orbital gap (spin up / spin down), eV: 9.17 / 4.67
⟨S²⟩: 0.755
Spin multiplicity: 2
Lowest unoccupied orbital energy (spin up / spin down), hartree: 0.0059 / -0.1577

---

Copy entry 1 word for word.
ORCA calculation (ωB97M-V/def2-TZVPD) on a cluster of 4 separate species, C5H18NO4 in total.

Each line ends with the Löwdin spin population.
CARTESIAN COORDINATES (ANGSTROEM)
C 0.029 -1.676 -0.569  0.005
C -0.367 -0.227 -0.490  0.012
C 0.734 0.841 -0.205  0.050
C 0.116 2.196 0.356  0.107
C -1.257 2.085 0.853  0.408
O -2.218 1.968 0.028  0.281
N -1.132 0.215 -1.786  0.005
H -0.699 -2.458 -0.452  0.001
H 0.838 -1.757 0.172  0.001
H 0.613 -2.000 -1.417  0.000
H -1.046 -0.243 0.408  0.011
H 1.271 1.038 -1.188  0.008
H 1.492 0.403 0.438  0.003
H 0.255 2.893 -0.544  0.034
H 0.758 2.527 1.235  0.007
H -1.434 2.162 1.982  0.033
H -0.359 0.137 -2.456  0.002
H -1.577 1.130 -1.631  0.003
H -1.760 -0.529 -2.099  0.001
H 1.324 -0.068 3.918  0.002
H -0.066 -0.651 3.991  0.002
O 0.505 -0.131 3.408  0.008
H -0.231 -3.027 2.094  0.001
H 0.144 -1.831 2.656  0.001
O -0.402 -2.095 1.865  0.004
H 1.969 0.339 -3.261  0.003
H 1.196 -0.891 -4.046  0.001
O 1.303 -0.351 -3.264  0.008

Properties
Strongest force on any atom, eV/A: 3.668
Electronic energy, a.u.: -556.8491
HOMO level (spin up / spin down), eV: -3.23 / -7.05
Energy relative to the best compared isomer or geometry (same formula, charge and spin), eV: 1.957
Frontier orbital gap (spin up / spin down), eV: 3.35 / 7.09
⟨S²⟩: 0.753
Spin multiplicity: 2
Lowest unoccupied orbital energy (spin up / spin down), hartree: 0.0043 / 0.0016

---

The highest ⟨S²⟩ belongs to which entry?
number 2

---

The highest strongest force on any atom belongs to which entry?
number 2